The following is a DFT calculation (wB97M-V/def2-TZVPD) of a molecular structure, C4H6O4 at a distorted geometry.

```
14
Properties=species:S:1:pos:R:3:forces:R:3
C 1.84563 1.25278 0.02821 1.4604 2.6468 3.6643
C 0.29552 -0.57790 0.01813 -2.3831 -1.4459 1.5991
C -0.87062 -1.18946 -0.91217 -0.6082 0.7106 3.4078
C -1.98486 0.01814 0.65089 -1.0227 4.0770 1.0847
H 1.44353 1.26733 1.11299 1.0143 0.4780 -1.3910
H 3.04971 0.83309 0.16430 -3.3246 1.6600 -0.9750
H 1.60008 2.53317 -0.36468 1.2707 -4.3564 0.8038
H 0.92325 -1.43550 0.48081 -1.0416 1.5569 -0.2196
H -0.50337 -1.18269 -1.92557 -0.6236 -0.4537 -0.3979
H -1.32475 -2.28185 -0.32107 1.4336 3.4567 -2.3725
O 1.04497 0.35007 -0.60185 -0.7589 -0.5586 -2.9889
O -1.92956 -0.02984 -0.72410 0.8859 -3.7869 0.7332
O -2.98959 0.36663 1.32532 4.8491 -2.2080 -2.7059
O -0.59995 0.07603 1.06879 -1.1513 -1.7764 -0.2422
```
Positions in Å, forces in eV/Å.

E_HOMO = -10.82 eV
max |F| = 5.98 eV Å⁻¹
orbital gap = 11.314 eV
total energy = -12431.039 eV


The following is a DFT calculation (wB97M-V/def2-TZVPD) of a molecular structure, C4H6OPm at a distorted geometry.

```
12
Properties=species:S:1:pos:R:3:forces:R:3
C -1.16894 0.20673 1.28781 1.5070 0.6893 -0.6261
C -0.02811 -0.66674 1.24917 -0.9337 -2.1312 -2.1614
C 0.76957 -0.70193 0.06892 0.8498 4.4222 2.9937
C 0.33995 0.23566 -0.97399 -0.6111 -4.3780 1.3575
O 1.13007 0.74303 -1.77350 0.7581 2.3462 -2.8937
Pm 1.31973 1.89474 -4.22280 -0.0955 -0.7787 1.6724
H -0.96740 1.14555 1.81964 -0.1516 0.2366 -0.5338
H -2.06089 -0.28437 1.69501 -0.0290 0.4304 -0.3895
H -0.11291 -1.61076 1.79362 0.3156 0.2590 0.2659
H 1.85405 -0.73112 0.20974 -0.0341 -1.2809 -0.4301
H -0.12682 -1.00338 -1.14507 -0.9395 1.5500 -0.5659
H -0.94829 0.77258 -0.00855 -0.6359 -1.3649 1.3110
```
Positions in Å, forces in eV/Å.

E_HOMO (alpha / beta) = -15.26 / -15.27 eV
max |F| = 5.41 eV Å⁻¹
total charge = +2
spin multiplicity = 6
orbital gap (alpha / beta) = 5.735 / 5.904 eV
total energy = -22823.211 eV
<S²> = 8.755


The following is a DFT calculation (wB97M-V/def2-TZVPD) of a molecular structure, C4H6ORu at a distorted geometry.

```
12
Properties=species:S:1:pos:R:3:forces:R:3
O 3.80145 -3.16045 -2.79379 1.0307 0.0836 -2.4792
Ru 5.04303 -2.44810 -4.13697 -0.0391 -0.0325 -0.2085
C 3.56635 -3.35667 -1.60807 -0.9965 2.3027 3.2742
C 3.98514 -2.36927 -0.46785 -0.4092 -4.9706 -0.8628
H 2.68289 -3.98953 -1.40506 0.7001 -0.6244 -0.0212
H 4.43331 -1.46967 -0.90462 -1.2472 0.4554 0.7578
H 4.78076 -2.82298 0.14655 0.3322 -0.1991 -0.2653
H 3.13714 -2.83758 0.17398 0.5445 3.0859 -0.1181
C 1.08543 -1.14869 -0.96552 1.8895 -0.3528 0.0528
C -0.18963 -0.95723 -1.07963 -1.8111 0.3603 -0.1838
H -0.73802 -0.47142 -0.26132 -0.0053 -0.1765 -0.1393
H -0.76582 -1.39289 -1.90450 0.0115 0.0679 0.1934
```
Positions in Å, forces in eV/Å.

E_HOMO (alpha / beta) = -14.36 / -16.58 eV
max |F| = 5.06 eV Å⁻¹
total charge = +2
spin multiplicity = 7
orbital gap (alpha / beta) = 2.848 / 3.707 eV
total energy = -8843.141 eV
<S²> = 12.016


The following is a DFT calculation (wB97M-V/def2-TZVPD) of a single C4H6OS molecule at a distorted geometry.

```
12
Properties=species:S:1:pos:R:3:forces:R:3
C -1.38547 -1.34395 0.12793 -0.7047 -1.8607 1.4165
C -0.72621 -0.11676 -0.35505 0.1875 0.9490 1.0499
O -1.25906 0.88276 -0.75967 -1.4649 0.2425 -0.6786
C 0.71841 0.05548 -0.19745 2.9558 0.6814 0.6374
C 1.26053 1.44890 0.16559 -0.9229 -1.7438 -0.3679
S 1.79970 -1.09436 -0.42946 0.2760 -1.2657 -0.3435
H -2.46363 -1.33060 -0.16262 0.8789 -0.0487 0.4086
H -0.87970 -2.23775 -0.30022 -0.3613 0.5707 0.1012
H -1.26169 -1.53352 1.29960 -0.2722 0.8516 -2.4510
H 2.31797 1.50941 0.24763 0.9062 -0.7826 0.7094
H 0.74244 1.72250 1.05993 -0.2825 1.0203 0.3251
H 1.13670 2.03789 -0.69620 -1.1957 1.3859 -0.8073
```
Positions in Å, forces in eV/Å.

E_HOMO = -8.79 eV
max |F| = 3.10 eV Å⁻¹
orbital gap = 7.951 eV
SMILES = CC(=O)C(C)=S
total energy = -17126.638 eV